The following is a DFT calculation (ωB97M-V/def2-TZVPD) of 12 unconnected molecules or ions with the total composition C30H56F3N5O27S4 in a non-equilibrium geometry.

The SMILES is O=C1OC[C@@H](F)O1.O=C1OC[C@@H](F)O1.O=C1OC[C@@H](F)O1.C[N+](=O)[O-].C[N+](=O)[O-].C[N+](=O)[O-].C[N+](=O)[O-].C[N+](=O)[O-].O=S1(=O)CCCC1.O=S1(=O)CCCC1.O=S1(=O)CCCC1.O=S1(=O)CCCC1. The value obtained for the HOMO energy is -10.134 eV. The calculation puts the gap between HOMO and LUMO at 9.04 eV. As for the total energy: -5373.77329 hartree. The net charge is 0.

Positions of all 125 atoms, in Å:
O  -3.89961  -2.74031  -2.44125
C  -3.61638  -3.57322  -1.63693
O  -2.37977  -3.83101  -1.19483
C  -2.38523  -5.16294  -0.65748
C  -3.79849  -5.19216  -0.12975
F  -4.05311  -4.46871  0.99652
O  -4.48271  -4.53087  -1.20501
H  -2.44436  -5.79900  -1.54781
H  -1.57763  -5.53695  -0.03734
H  -4.15861  -6.19276  0.11026
O  3.71207  4.96973  3.69221
C  2.59838  4.56029  3.63934
O  2.10137  3.46402  3.03238
C  0.73922  3.70855  2.68881
C  0.36081  4.60817  3.81669
F  0.17476  3.86321  4.97138
O  1.54728  5.32820  4.02835
H  0.57215  4.01233  1.66166
H  0.18080  2.79305  2.88743
H  -0.46077  5.29053  3.60845
O  -4.77185  2.28098  -3.44449
C  -3.69391  1.91464  -3.75766
O  -3.25001  0.66024  -3.61487
C  -2.04597  0.50230  -4.36027
C  -1.59384  1.92918  -4.58529
F  -1.33516  2.08541  -5.92497
O  -2.68613  2.71941  -4.21581
H  -1.33096  -0.08381  -3.78684
H  -2.16590  -0.00095  -5.32009
H  -0.77261  2.23892  -3.94024
C  -6.25785  -1.28282  -0.35180
N  -5.38566  -0.88887  0.77376
O  -5.90079  -0.37433  1.74260
O  -4.18762  -1.06984  0.62987
H  -6.07630  -0.66897  -1.23157
H  -7.31462  -1.33492  -0.10822
H  -6.02641  -2.29896  -0.67792
C  -2.14606  -3.99233  3.16773
N  -2.78445  -3.91117  4.52048
O  -2.07221  -3.71359  5.47197
O  -3.98801  -4.03675  4.55960
H  -1.61114  -3.06610  2.96564
H  -3.02138  -4.00638  2.52670
H  -1.43771  -4.81358  3.18402
C  2.67364  -0.62678  -5.58186
N  1.48558  -0.44505  -4.71548
O  1.21395  0.66771  -4.33287
O  0.83840  -1.42283  -4.44820
H  2.53389  -1.46238  -6.26107
H  3.50904  -0.95445  -4.96119
H  2.90517  0.31273  -6.06924
C  -0.29064  -6.10708  -3.43048
N  0.70547  -5.21512  -2.75624
O  0.48054  -4.03313  -2.64334
O  1.75071  -5.75835  -2.45678
H  -1.32732  -5.78670  -3.39622
H  -0.21015  -6.99029  -2.79694
H  0.02818  -6.29049  -4.45003
C  2.66445  -4.63533  0.35514
N  1.55566  -5.10243  1.23306
O  1.83398  -5.73666  2.21736
O  0.43043  -4.73842  0.94320
H  3.52446  -4.45383  0.99451
H  2.33529  -3.69501  -0.07086
H  2.86542  -5.43750  -0.34603
O  5.98792  5.33687  -1.97396
S  4.58258  5.53563  -2.26243
O  4.16651  6.74176  -2.95041
C  4.07030  4.14107  -3.30209
C  2.83385  3.46601  -2.75877
C  2.99597  3.60865  -1.21412
C  3.40395  5.04592  -0.91314
H  4.97444  3.52836  -3.22449
H  4.11365  4.55246  -4.31043
H  1.99586  4.15604  -2.90277
H  2.62399  2.45887  -3.09637
H  3.68967  2.84051  -0.85409
H  2.10543  3.37236  -0.62583
H  3.76137  5.38150  0.05959
H  2.53519  5.69343  -1.06557
O  0.30332  1.57918  0.95404
S  0.12105  0.95299  -0.35085
O  -0.35241  1.72954  -1.46202
C  1.57192  0.02703  -0.91626
C  1.44206  -1.44975  -0.58222
C  0.00147  -1.81531  -0.16025
C  -0.88962  -0.58406  -0.33888
H  2.52156  0.41991  -0.55021
H  1.62898  0.15915  -1.99748
H  1.65078  -2.05863  -1.46457
H  2.17276  -1.70765  0.18269
H  0.01948  -2.05566  0.90663
H  -0.56322  -2.59528  -0.65660
H  -1.69693  -0.38704  0.36778
H  -1.35987  -0.65863  -1.32153
O  -1.73971  4.92818  1.24158
S  -3.10068  4.46786  1.10726
O  -4.24812  5.33756  1.07942
C  -3.18158  3.35437  -0.31468
C  -3.62637  2.04160  0.27513
C  -3.18818  1.77410  1.71387
C  -3.42571  3.12854  2.38427
H  -2.14353  3.37468  -0.65501
H  -3.74815  3.79419  -1.13279
H  -4.70582  1.87300  0.27460
H  -3.23406  1.30140  -0.43172
H  -2.16411  1.40825  1.71062
H  -3.90655  1.07870  2.13717
H  -2.78313  3.31858  3.24504
H  -4.44981  3.33368  2.69029
O  4.43894  -1.68039  6.13512
S  4.83242  -1.08753  4.87215
O  5.96830  -1.62002  4.14449
C  3.38497  -0.84773  3.68846
C  3.21198  0.65869  3.52614
C  3.65623  1.22642  4.91282
C  5.06240  0.71176  5.00762
H  2.54945  -1.47519  3.99893
H  3.74107  -1.37166  2.79706
H  3.95476  1.07870  2.84677
H  2.23003  0.97130  3.18194
H  3.00662  0.79223  5.67562
H  3.56438  2.30856  4.96460
H  5.51728  0.95145  5.97010
H  5.73492  1.00695  4.20589

Cartesian forces, eV/Å:
O 0.104 -0.076 0.783
C -0.323 0.130 -1.774
O 1.262 0.227 0.554
C -1.290 -0.183 -0.705
C -0.650 -0.677 -0.093
F 0.203 0.230 -0.203
O 0.185 -0.419 1.269
H 0.171 -0.380 0.262
H 0.198 1.040 0.310
H -0.333 0.039 -0.703
O 0.246 -1.094 0.282
C -0.671 1.429 -0.998
O 1.288 -0.312 -0.677
C -0.886 -1.567 1.335
C 0.543 1.003 -0.015
F -0.575 0.149 -0.449
O -0.372 0.494 0.529
H 0.205 0.444 0.126
H 0.178 -0.102 -0.478
H -0.055 -0.099 0.396
O -0.369 0.339 0.113
C 0.404 0.246 0.261
O -0.073 -0.703 -0.553
C 0.564 -0.249 0.539
C 0.181 -0.031 0.262
F 0.245 0.355 0.323
O -0.695 -0.166 -0.253
H -0.080 0.125 0.168
H -0.531 0.060 0.013
H 0.382 0.018 -0.616
C -0.582 -1.197 -1.034
N -0.133 0.168 -0.190
O 0.122 -0.088 -0.047
O -0.152 -0.148 0.074
H 0.160 0.369 0.307
H 0.136 0.665 0.513
H 0.524 0.102 0.292
C -0.604 0.742 0.251
N 0.336 0.268 -0.272
O 0.355 0.012 0.446
O -0.326 -0.104 0.055
H 0.114 0.024 0.366
H 0.723 -0.600 -0.174
H -0.231 -0.198 -0.268
C 0.769 -0.299 -0.061
N 0.124 -0.105 -0.553
O 0.218 0.711 0.145
O -0.335 -0.882 0.257
H -0.508 0.225 -0.131
H -0.112 0.343 0.299
H -0.075 -0.024 -0.017
C -0.164 -0.798 0.995
N 0.051 0.414 -0.986
O -0.236 0.016 0.198
O -0.042 -0.047 0.214
H 0.292 0.751 -0.035
H -0.050 -0.347 -0.569
H 0.196 0.003 0.055
C 0.176 0.131 0.541
N 0.346 0.581 0.442
O 0.042 -0.394 0.055
O -0.471 -0.174 -0.341
H 0.006 -0.222 0.041
H -0.011 -0.395 -0.446
H -0.027 0.216 -0.235
O -0.661 0.244 0.566
S -0.772 -0.811 -0.929
O 0.046 -0.114 0.864
C 1.667 -0.222 -0.422
C -0.400 2.002 1.522
C 0.439 -1.093 0.601
C 0.174 1.111 -0.458
H -0.268 -0.398 0.017
H -0.635 -0.114 -0.060
H -0.298 -0.491 -0.825
H 0.022 0.009 -0.115
H 0.507 0.415 0.021
H -0.339 0.170 -0.421
H 0.417 -0.725 0.083
H 0.023 -0.011 -0.370
O -0.120 -0.869 -1.089
S 0.174 -2.004 -0.191
O -0.179 1.004 -0.232
C 1.019 0.308 -0.348
C -0.383 -0.717 -0.565
C -0.726 1.269 1.818
C -0.226 0.877 0.051
H -0.261 0.299 0.349
H -0.474 0.238 0.054
H 0.340 0.209 -0.034
H -0.195 -0.038 0.120
H -0.060 -0.186 -0.086
H 0.849 -0.374 -0.297
H 0.088 -0.469 0.222
H 0.087 0.505 -0.080
O 0.163 0.557 0.229
S -0.986 -1.876 0.199
O 0.386 0.538 0.260
C 0.847 1.122 0.657
C -0.378 -1.599 -1.508
C -0.614 1.238 -0.534
C 0.929 0.996 0.013
H 0.019 -0.572 0.037
H -0.509 -0.120 0.305
H -0.111 0.598 -0.371
H -0.117 -0.343 0.287
H 0.057 0.179 0.593
H 0.455 -0.398 0.128
H 0.051 0.113 -0.082
H -0.119 -0.357 -0.145
O -0.029 0.352 -0.776
S -0.010 0.884 -0.571
O -0.528 -0.173 0.207
C 0.990 -1.297 -0.368
C 0.270 0.199 0.959
C -0.972 0.073 -1.216
C 0.255 -0.469 1.531
H -0.245 0.583 0.541
H 0.157 0.298 -0.125
H -0.182 -0.272 -0.427
H -0.104 -0.160 0.169
H 0.207 0.066 0.247
H 0.197 0.011 -0.047
H 0.140 -0.276 -0.039
H -0.162 0.094 -0.118

The following is a DFT calculation (ωB97M-V/def2-TZVPD) of 2 unconnected molecules or ions with the total composition C8H23N3P in a non-equilibrium geometry.

The value obtained for the HOMO energy is -11.346 eV. The calculation puts the gap between HOMO and LUMO at 8.40 eV. As for the energy above the lowest of the compared OMol25 structures with the same formula, charge and spin: 74.1 kcal/mol. As for the total energy: -823.75326 hartree. The net charge is +1.

Positions of all 35 atoms, in Å:
C  0.89696  2.33154  1.12382
C  2.92019  0.96723  0.80227
C  -2.38779  1.59320  -2.21386
C  -3.50834  -0.63539  -2.27652
C  0.10925  -3.22396  1.23210
C  0.48730  -1.46701  2.85091
C  1.46758  1.65743  -1.04988
C  -1.42165  -0.66150  -1.38325
N  1.86918  1.87235  0.20181
N  -2.27368  0.10552  -1.88485
N  0.66744  -1.85215  1.50184
P  0.27565  0.05034  -1.04634
H  1.29462  2.27671  2.06913
H  0.60585  3.33420  0.68065
H  -0.11017  1.77139  1.08479
H  2.79735  0.90171  1.87453
H  2.89643  -0.07110  0.36555
H  3.90153  1.46343  0.53121
H  -2.23576  1.98760  -3.21020
H  -3.18313  1.88170  -1.56594
H  -1.38626  1.98245  -1.80153
H  -3.35052  -1.06364  -3.25363
H  -3.78141  -1.60630  -1.71447
H  -4.24412  0.17085  -2.37841
H  0.44406  -3.61649  0.23045
H  0.70785  -3.88275  1.98577
H  -0.98984  -2.97369  1.39895
H  1.05220  -0.50958  2.94289
H  -0.70355  -1.31921  3.03991
H  0.90975  -2.20557  3.42677
H  0.84012  2.61013  -1.49262
H  2.32333  1.37451  -1.71252
H  1.67835  -1.93244  1.34834
H  0.98005  -0.72163  -1.92170
H  0.45117  -0.58986  0.21404

Cartesian forces, eV/Å:
C -2.838 1.113 -3.330
C 0.570 0.604 -2.071
C 4.209 -0.650 2.272
C -0.898 -0.498 -0.248
C 1.292 0.827 1.136
C -2.957 2.803 -0.594
C -1.880 1.340 -3.439
C 2.788 0.320 0.674
N 2.049 -1.200 3.147
N -2.749 -0.067 -1.918
N 0.955 -1.111 -2.553
P -0.379 0.523 0.069
H 0.488 0.618 2.256
H 0.189 -0.549 1.464
H 1.171 0.056 0.107
H 0.049 0.088 0.093
H 0.013 0.962 0.393
H -0.861 -0.933 0.579
H -1.239 -0.854 -0.678
H -0.695 0.942 -0.255
H -1.578 -0.266 0.084
H 0.214 0.302 -0.661
H 0.525 2.248 0.022
H -0.593 -0.928 0.287
H -0.967 0.725 0.792
H -2.001 0.455 -0.918
H 1.235 -1.706 -0.354
H -0.743 -0.513 0.571
H 2.974 -0.274 -0.062
H 0.613 -1.520 2.308
H 1.629 -2.333 0.910
H -0.920 0.249 0.240
H -0.295 0.146 -0.001
H 0.361 -0.771 -0.523
H 0.269 -0.145 0.206

The following is a DFT calculation (ωB97M-V/def2-TZVPD) of a molecular structure, C5H6FN in a non-equilibrium geometry.

The value obtained for the HOMO energy is -9.443 eV. The calculation puts the gap between HOMO and LUMO at 10.56 eV. As for the energy above the lowest of the compared OMol25 structures with the same formula, charge and spin: 96.8 kcal/mol. As for the total energy: -348.57801 hartree. The net charge is 0.

Positions of all 13 atoms, in Å:
C  -1.37065  0.15613  -0.18325
C  -0.11013  -0.85192  -0.51330
C  0.02509  1.04413  -0.09656
C  0.80778  0.26027  1.09855
C  0.59453  -0.97950  0.82241
H  -1.90681  0.31817  -1.14867
H  0.04171  -1.90974  -0.95094
H  1.44525  0.60054  -1.56756
H  -0.02014  2.13116  0.06312
H  1.49105  0.86701  1.76391
H  0.89268  -1.82015  1.29094
N  0.32806  0.33304  -1.39887
F  -2.21841  -0.14916  0.82024

Cartesian forces, eV/Å:
C 2.579 -1.127 -1.835
C -0.462 -3.029 -1.449
C -1.741 -0.282 1.646
C 0.785 4.823 -0.286
C -0.601 1.999 -2.155
H 0.167 0.268 1.074
H -1.439 1.672 -0.340
H -3.355 -1.879 0.530
H 0.112 -0.236 -0.781
H -1.174 -1.148 -0.336
H 0.891 -2.739 1.242
N 3.849 1.357 2.435
F 0.392 0.321 0.256